Formula: C5H7NO3
Source: the Open Molecules 2025 dataset
Level of theory: the ωB97M-V functional and the def2-TZVPD basis

E in Eh: -475.15272
Charge: 0
SMILES: N/C=C(/C=O)[C@@H](O)C=O
Multiplicity: 1
Energy above the lowest of the compared OMol25 structures with the same formula, charge and spin in eV: 2.6198
Orbital gap in eV: 9.34
HOMO level in eV: -8.8772

Geometry as XYZ:
```
16
Properties=species:S:1:pos:R:3:forces:R:3:lowdin_charge:R:1
O -0.7365 -2.3927 0.3259 0.602 0.357 0.653 0.09
O 1.1440 0.3817 1.3363 2.049 -2.201 3.838 -0.07
O 1.3345 -0.9479 -2.3890 -0.697 0.725 0.284 0.02
N -1.3667 1.4648 0.7138 -0.221 1.105 0.789 0.10
C 0.4410 -0.1570 -2.0991 0.612 -0.845 -0.212 -0.23
C 0.7897 -0.5468 0.3475 -0.442 0.246 -0.839 -0.35
C 0.0135 -1.6847 0.9553 -1.080 -0.572 -1.078 -0.19
C -0.9085 1.0918 -0.5043 0.355 -0.326 0.304 -0.12
C 0.0472 0.1607 -0.7370 -0.375 0.273 -0.343 -0.17
H -0.1203 0.3299 -2.9096 -0.149 0.220 -0.014 0.12
H 1.5623 -0.2372 2.1219 -1.386 2.668 -2.688 0.19
H -1.8391 2.3769 0.7790 0.301 -0.940 -0.200 0.12
H 1.6463 -0.9420 -0.1856 0.569 -0.455 0.144 0.15
H -0.7453 1.3009 1.5009 -0.132 -0.132 -0.245 0.09
H 0.1425 -1.8034 2.0423 0.102 -0.187 0.360 0.12
H -1.4047 1.6050 -1.2982 -0.109 0.065 -0.753 0.12
```
Positions in Å, forces in eV/Å.